[1]
{"formula": "C9H11O3", "method": "ωB97M-V/def2-TZVPD", "species": ["C", "C", "O", "O", "H", "H", "H", "C", "C", "C", "C", "C", "C", "C", "O", "H", "H", "H", "H", "H", "H", "H", "H"], "positions_angstrom": [[0.929, -3.026, 1.539], [1.684, -3.093, 0.308], [1.894, -1.980, -0.413], [1.770, -4.184, -0.261], [0.312, -2.130, 1.571], [1.580, -2.628, 2.515], [0.476, -3.964, 1.859], [-2.766, 3.299, -1.580], [-0.997, 0.235, 0.023], [-1.975, 1.071, -0.575], [0.237, 0.812, 0.397], [-1.851, 2.466, -0.677], [0.379, 2.236, 0.325], [-0.611, 2.999, -0.158], [1.084, -0.013, 0.911], [-1.075, -0.848, 0.174], [-2.958, 0.572, -0.877], [1.336, -1.062, 0.216], [1.332, 2.722, 0.724], [-2.229, 3.214, -2.540], [-2.776, 4.437, -1.282], [-0.462, 4.151, -0.167], [-3.706, 2.960, -1.697]], "forces_ev_per_a": [[1.34, 2.08, 5.20], [-0.79, -0.03, -4.63], [-0.90, 0.13, 2.74], [0.93, -0.16, 0.76], [-0.74, -0.39, -0.38], [-0.94, -1.30, -2.41], [-0.07, 0.24, -0.38], [4.56, 2.67, 0.90], [-0.43, 1.75, -1.02], [-1.26, -0.99, 0.39], [-1.47, -0.39, 0.21], [1.19, -0.34, 0.49], [2.53, -0.99, 1.36], [-2.45, 2.66, -1.35], [1.77, -0.43, 0.09], [-0.33, 0.53, -0.26], [1.35, 0.79, 0.17], [1.27, -0.02, -0.44], [-1.36, -0.87, -0.59], [-0.60, 0.48, -0.09], [-0.01, -2.17, -0.50], [-0.31, -1.97, -0.11], [-3.28, -1.29, -0.16]], "e_homo_ev": -4.0, "total_charge": -1, "orbital_gap_ev": 7.41, "de_lowest_kj_mol": 173.2}

***

[2]
{"formula": "C9H11O3", "method": "ωB97M-V/def2-TZVPD", "species": ["C", "C", "O", "O", "H", "H", "H", "C", "C", "C", "C", "C", "C", "C", "O", "H", "H", "H", "H", "H", "H", "H", "H"], "positions_angstrom": [[2.550, 2.375, 0.571], [1.365, 3.206, 0.156], [1.451, 4.429, 0.162], [0.169, 2.651, -0.032], [3.433, 2.808, 0.099], [2.486, 1.365, 0.141], [2.670, 2.457, 1.645], [-0.906, -4.104, -1.656], [-0.538, -0.367, 0.647], [-0.990, -0.408, -0.709], [-0.720, -1.650, 1.281], [-1.024, -1.601, -1.442], [-0.928, -2.817, 0.547], [-0.815, -2.836, -0.848], [-0.167, 0.636, 1.342], [0.104, 1.769, 0.625], [-1.186, 0.458, -1.347], [-1.050, -1.704, 2.318], [-1.210, -1.418, -2.490], [-1.209, -3.699, 1.116], [-1.909, -4.499, -1.449], [-0.152, -4.862, -1.474], [-0.798, -4.078, -2.749]], "forces_ev_per_a": [[0.28, -0.43, -1.44], [-1.89, 1.64, 0.81], [0.66, -0.37, -0.54], [1.54, -0.47, 0.58], [0.00, 0.27, 0.17], [-0.16, 0.04, 0.84], [-0.09, -0.46, 0.13], [-0.52, -0.57, -0.24], [-1.06, -1.27, -0.19], [0.78, 0.27, -0.60], [-1.15, -0.60, -0.57], [0.50, 0.89, 0.85], [0.80, 0.54, 0.46], [-0.67, -0.01, -0.89], [0.24, 0.87, 0.07], [-0.60, -0.31, -0.68], [0.29, 0.26, 0.79], [0.75, 0.33, 0.11], [0.04, -0.66, -0.34], [0.27, -0.25, -0.18], [0.23, -0.56, -0.19], [0.10, -0.19, 0.92], [-0.35, 1.02, 0.11]], "e_homo_ev": -3.7, "total_charge": -1, "orbital_gap_ev": 7.24, "de_lowest_kj_mol": 105.3}

***

[3]
{"formula": "C9H11O3", "method": "ωB97M-V/def2-TZVPD", "species": ["C", "C", "C", "C", "C", "C", "C", "O", "H", "H", "H", "H", "H", "H", "H", "H", "C", "C", "O", "O", "H", "H", "H"], "positions_angstrom": [[-3.739, -1.566, -0.995], [0.370, -0.281, -0.822], [0.062, -1.630, -0.750], [-0.670, 0.642, -0.810], [-1.270, -2.045, -0.755], [-1.990, 0.216, -0.779], [-2.305, -1.145, -0.856], [1.637, 0.217, -1.002], [2.312, -0.439, -0.777], [0.829, -2.389, -0.631], [-0.426, 1.701, -0.858], [-1.441, -3.110, -0.782], [-2.774, 0.937, -0.616], [-4.031, -2.299, -0.249], [-3.865, -1.976, -2.005], [-4.398, -0.710, -0.832], [3.035, 1.411, 2.290], [3.194, 2.707, 1.514], [2.998, 2.562, 0.240], [3.420, 3.770, 2.035], [2.869, 0.563, 1.622], [2.221, 1.609, 2.978], [3.962, 1.257, 2.839]], "forces_ev_per_a": [[0.09, 0.10, 0.03], [-0.15, 0.06, -0.43], [-0.08, -0.20, 0.43], [-0.01, 0.26, -0.01], [0.79, -0.14, -0.53], [0.56, -0.38, 0.10], [-0.41, 0.71, 0.63], [0.15, -0.14, 0.43], [-0.32, -0.01, -0.17], [0.14, 0.13, -0.24], [-0.03, -0.14, 0.15], [-0.24, -0.14, 0.14], [-0.19, 0.18, -0.40], [0.07, -0.33, -0.05], [-0.37, 0.04, 0.26], [0.02, -0.06, -0.33], [0.39, 0.21, -0.58], [-0.19, -0.48, 1.00], [0.06, 0.18, -0.58], [0.16, 0.41, -0.28], [-0.27, 0.05, 0.25], [-0.16, -0.34, 0.08], [-0.02, 0.01, 0.10]], "e_homo_ev": [-8.6, -8.6], "s_squared": 0.754, "spin_multiplicity": 2, "total_charge": 0, "orbital_gap_ev": [9.16, 5.81], "de_lowest_kj_mol": 104.0}

***

[4]
{"formula": "C9H11OP", "method": "ωB97M-V/def2-TZVPD", "species": ["C", "C", "C", "C", "C", "C", "C", "C", "C", "O", "P", "H", "H", "H", "H", "H", "H", "H", "H", "H", "H", "H"], "positions_angstrom": [[-2.958, 1.275, -1.219], [-2.343, 2.515, -1.193], [-2.279, 0.127, -0.845], [-1.013, 2.612, -0.788], [-0.949, 0.198, -0.423], [-0.408, 1.453, -0.426], [-0.227, -1.035, 0.072], [1.109, -1.326, -0.602], [2.849, -0.400, 1.645], [3.633, -0.225, -0.999], [2.442, -0.099, -0.146], [-3.989, 1.198, -1.531], [-2.875, 3.406, -1.492], [-2.776, -0.833, -0.874], [-0.505, 3.564, -0.764], [-0.056, -0.912, 1.146], [-0.888, -1.896, -0.062], [1.477, -2.316, -0.310], [1.019, -1.303, -1.691], [2.138, -1.091, 2.087], [3.860, -0.798, 1.691], [2.808, 0.544, 2.184]], "forces_ev_per_a": [[-0.31, 0.01, -0.10], [0.13, 0.05, 0.00], [0.20, 0.07, 0.04], [-0.13, 0.33, -0.09], [-0.20, -0.32, 0.04], [0.99, -0.52, 0.21], [-0.03, 0.03, 0.01], [0.35, 0.46, 0.10], [-0.26, 0.40, -0.52], [0.94, 0.14, -0.76], [-1.52, -0.55, 0.85], [-0.06, 0.00, -0.05], [-0.10, 0.04, -0.02], [-0.06, -0.09, 0.02], [0.06, 0.09, -0.01], [-0.11, -0.13, 0.07], [0.04, 0.06, 0.10], [0.04, 0.09, -0.01], [0.07, 0.02, 0.06], [-0.07, -0.10, 0.05], [0.00, -0.06, -0.06], [0.03, -0.01, 0.08]], "e_homo_ev": [-9.0, -8.1], "total_charge": 0, "orbital_gap_ev": [8.36, 7.85], "de_lowest_kj_mol": 155.7}

***

[5]
{"formula": "C9H11P", "method": "ωB97M-V/def2-TZVPD", "species": ["C", "C", "C", "C", "C", "C", "C", "C", "C", "P", "H", "H", "H", "H", "H", "H", "H", "H", "H", "H", "H"], "positions_angstrom": [[-3.177, -0.225, -0.157], [-2.535, -0.361, 1.101], [-2.332, -0.074, -1.260], [-1.135, -0.256, 1.199], [-0.961, -0.029, -1.135], [-0.343, -0.058, 0.107], [2.369, 1.364, 0.132], [2.362, 0.418, 1.334], [1.712, 0.024, 0.082], [2.396, -1.326, -0.922], [-4.250, -0.210, -0.310], [-3.243, -0.425, 1.935], [-2.574, -0.008, -2.335], [-0.758, -0.353, 2.130], [-0.424, 0.014, -2.118], [1.589, 2.221, 0.248], [3.151, 1.551, -0.532], [3.308, -0.142, 1.655], [1.572, 0.712, 2.162], [2.095, -0.717, -2.311], [1.178, -2.119, -1.007]], "forces_ev_per_a": [[1.40, 0.06, 0.10], [-1.36, 0.70, -1.55], [0.00, -0.11, -0.91], [-1.77, 0.03, -1.23], [1.18, 0.17, -0.88], [3.58, 0.03, -1.36], [-3.60, 1.00, 1.48], [-0.16, 0.22, 2.15], [-4.47, -0.74, -0.44], [-1.19, 0.37, -2.08], [0.06, -0.15, 0.36], [0.88, -0.20, 0.14], [-0.99, -0.06, 0.86], [1.47, -0.19, 2.93], [-0.05, 0.10, 1.28], [1.75, -1.44, -0.35], [1.41, 0.23, -0.55], [-1.56, 1.00, -0.36], [2.16, -0.59, -1.50], [0.45, -0.75, 1.75], [0.82, 0.32, 0.17]], "e_homo_ev": -8.9, "total_charge": 0, "orbital_gap_ev": 9.86, "de_lowest_kj_mol": 220.1}

***

[6]
{"formula": "C9H11PS", "method": "ωB97M-V/def2-TZVPD", "species": ["C", "C", "C", "C", "C", "C", "C", "C", "C", "P", "S", "H", "H", "H", "H", "H", "H", "H", "H", "H", "H", "H"], "positions_angstrom": [[0.644, -2.499, 0.006], [0.185, -1.368, -0.557], [1.457, -2.378, 1.207], [-1.586, 2.380, -0.539], [-1.165, 2.232, 0.699], [0.392, -0.003, -0.196], [-1.066, 1.474, -1.683], [0.819, -1.995, 2.291], [0.369, 1.045, -1.299], [-0.383, 0.742, 1.350], [1.731, 0.608, 0.893], [0.458, -3.535, -0.255], [-0.536, -1.605, -1.408], [2.490, -2.351, 1.154], [-2.518, 2.955, -0.875], [-1.658, 2.761, 1.495], [-1.731, 0.573, -1.784], [-0.930, 2.058, -2.616], [-0.253, -1.842, 2.155], [1.451, -1.764, 3.160], [0.924, 1.858, -0.935], [0.906, 0.655, -2.263]], "forces_ev_per_a": [[0.59, 0.73, -0.07], [-1.59, -3.82, -1.73], [-1.59, 0.30, 0.26], [-1.86, -0.83, -2.78], [-0.06, 0.11, 0.77], [0.54, 2.52, 0.79], [0.89, 0.58, 0.85], [0.62, -0.31, 0.64], [-0.86, -2.14, -2.98], [1.08, -0.53, -0.57], [-0.29, 0.21, 0.77], [-0.46, 0.31, -0.86], [0.92, 0.95, 0.86], [2.00, -0.51, -0.02], [1.58, -0.24, 0.99], [-0.09, 0.50, 0.21], [0.45, 0.95, -0.30], [-0.80, -0.42, 0.37], [0.27, -0.10, 0.99], [-1.02, 0.04, 0.01], [0.46, 1.25, 0.05], [-0.79, 0.45, 1.73]], "e_homo_ev": -8.2, "smiles": "C=C/C=C\\[C@@]12CCC=CP1S2", "total_charge": 0, "orbital_gap_ev": 8.43, "de_lowest_kj_mol": 322.0}

***

[7]
{"formula": "C9H12", "method": "ωB97M-V/def2-TZVPD", "species": ["C", "C", "C", "C", "C", "C", "C", "C", "C", "H", "H", "H", "H", "H", "H", "H", "H", "H", "H", "H", "H"], "positions_angstrom": [[0.786, 0.445, -0.525], [2.222, 0.223, -0.929], [-1.358, 0.838, 2.224], [0.223, -0.299, 0.592], [-1.199, 0.031, 0.960], [0.766, -1.414, 1.107], [-2.143, -0.281, 0.098], [-0.291, -0.079, -1.979], [-0.184, -0.194, -3.173], [0.519, 1.501, -0.473], [2.885, 0.569, -0.128], [2.451, 0.798, -1.826], [2.423, -0.827, -1.132], [-0.834, 1.793, 2.144], [-2.408, 1.034, 2.429], [-0.916, 0.300, 3.067], [1.755, -1.760, 0.846], [0.225, -2.012, 1.826], [-3.205, -0.135, 0.246], [-1.526, -0.281, -1.144], [-0.191, -0.251, -4.229]], "forces_ev_per_a": [[-1.66, -0.34, -2.59], [-0.12, 0.06, -0.18], [-0.18, -0.73, 0.32], [-0.55, -1.58, 0.47], [0.54, 0.79, 0.41], [0.04, 0.80, -0.13], [1.43, 0.47, -3.11], [3.42, 1.48, 2.74], [-0.27, -0.01, -0.78], [0.05, -0.05, -0.09], [-0.12, -0.08, -0.02], [-0.02, -0.07, 0.04], [0.02, 0.01, 0.01], [0.02, -0.03, -0.13], [-0.03, 0.03, 0.06], [-0.05, 0.12, 0.11], [0.11, 0.06, -0.05], [-0.09, 0.02, 0.09], [-0.03, 0.14, -0.10], [-2.42, -0.92, 3.18], [-0.10, -0.17, -0.27]], "e_homo_ev": -8.6, "total_charge": 0, "orbital_gap_ev": 8.77, "de_lowest_kj_mol": 534.2}

***

[8]
{"formula": "C9H12AuN5OS", "method": "ωB97M-V/def2-TZVPD", "species": ["Au", "N", "C", "S", "N", "N", "C", "C", "C", "C", "C", "C", "N", "H", "H", "H", "H", "H", "H", "H", "C", "C", "N", "O", "H", "H", "H", "H", "H"], "positions_angstrom": [[0.749, -0.284, -0.218], [3.379, -2.537, 2.398], [2.461, -1.983, 1.646], [2.827, -1.323, 0.115], [1.175, -2.053, 2.218], [0.256, -1.574, 1.446], [-1.018, -1.750, 1.711], [-1.980, -1.130, 0.841], [-3.344, -1.318, 1.038], [-4.234, -0.774, 0.114], [-3.725, -0.092, -0.969], [-2.339, 0.061, -1.099], [-1.495, -0.432, -0.221], [4.352, -2.545, 2.122], [3.115, -2.990, 3.264], [-1.312, -2.391, 2.536], [-3.698, -1.888, 1.886], [-5.300, -0.901, 0.242], [-4.376, 0.329, -1.722], [-1.908, 0.608, -1.927], [2.800, 2.321, -1.450], [1.325, 2.475, -1.626], [0.883, 3.609, -2.136], [0.487, 1.586, -1.313], [3.315, 2.542, -2.384], [3.045, 1.311, -1.138], [3.151, 3.025, -0.695], [1.515, 4.342, -2.417], [-0.107, 3.755, -2.260]], "forces_ev_per_a": [[-0.66, 0.15, -0.12], [-0.06, 0.01, 0.02], [-0.22, 0.16, -0.02], [0.37, 0.06, 0.19], [0.17, -0.51, -0.09], [0.33, 0.26, -0.16], [-0.15, 0.03, 0.06], [-0.01, -0.29, 0.00], [0.04, 0.04, -0.06], [0.06, -0.04, 0.05], [-0.09, -0.02, -0.01], [0.02, 0.16, -0.06], [0.03, 0.11, 0.17], [-0.01, -0.02, -0.01], [0.00, 0.02, 0.02], [-0.02, 0.06, 0.08], [0.01, 0.00, 0.03], [-0.02, 0.00, -0.01], [-0.01, 0.02, -0.01], [0.00, 0.02, -0.03], [0.03, 0.02, -0.01], [-0.01, 0.01, -0.08], [-0.03, -0.02, 0.00], [0.16, -0.27, 0.02], [0.02, 0.01, 0.00], [0.02, 0.00, 0.00], [0.02, 0.00, 0.01], [-0.01, 0.00, 0.01], [0.01, 0.02, -0.01]], "e_homo_ev": [-15.5, -16.2], "s_squared": 2.039, "spin_multiplicity": 3, "total_charge": 2, "orbital_gap_ev": [7.57, 6.23], "de_lowest_kj_mol": 10.9}

***

[9]
{"formula": "C9H12BF2N7O8", "method": "ωB97M-V/def2-TZVPD", "species": ["N", "C", "O", "C", "N", "C", "N", "C", "O", "N", "O", "C", "C", "O", "C", "N", "N", "N", "H", "H", "H", "H", "H", "H", "H", "H", "H", "H", "H", "H", "B", "O", "C", "O", "C", "O", "O", "F", "F"], "positions_angstrom": [[5.404, 3.530, 2.922], [5.102, 3.290, 1.846], [4.743, 2.973, 0.627], [3.501, 2.386, 0.625], [3.246, 1.126, 0.562], [1.883, 1.061, 0.606], [1.202, -0.062, 0.582], [-0.235, 0.072, 0.599], [-0.693, 0.328, 1.923], [-1.903, -0.570, 2.112], [-2.833, 0.017, 1.831], [1.959, -1.330, 0.492], [1.114, -2.586, 0.609], [0.286, -2.585, 1.754], [0.287, -2.993, -0.631], [0.920, -2.762, -1.910], [1.371, 2.308, 0.671], [2.429, 3.173, 0.689], [-0.516, 0.942, 0.009], [-0.741, -0.785, 0.179], [2.672, -1.331, 1.309], [2.539, -1.336, -0.422], [1.839, -3.393, 0.728], [0.838, -2.805, 2.508], [-0.717, -2.588, -0.600], [0.172, -4.068, -0.531], [1.900, -2.994, -1.912], [0.752, -1.843, -2.288], [0.408, 2.604, 0.699], [2.405, 4.177, 0.746], [-5.525, 1.038, -1.744], [-4.335, 1.816, -2.240], [-3.268, 1.067, -2.164], [-2.144, 1.389, -2.468], [-3.672, -0.304, -1.598], [-2.908, -1.217, -1.384], [-4.954, -0.300, -1.358], [-6.460, 0.896, -2.743], [-6.066, 1.660, -0.636]], "forces_ev_per_a": [[0.21, 0.29, 0.64], [0.13, -0.24, -0.41], [-0.38, -0.34, -0.08], [0.16, 0.56, -0.08], [0.17, -0.17, 0.08], [0.42, -0.30, -0.13], [0.01, 0.16, -0.40], [-0.62, 0.42, 0.77], [0.78, 0.10, -0.36], [-0.29, -0.13, 0.13], [-0.65, -0.06, 0.13], [-0.11, 0.13, 0.46], [-0.03, -0.30, -0.34], [-0.05, 0.14, -0.15], [0.30, -0.37, 0.20], [-0.30, 0.14, 0.06], [-0.39, 0.10, 0.10], [0.41, -0.27, -0.12], [-0.01, -0.09, -0.56], [0.13, -0.22, -0.23], [0.13, 0.05, 0.20], [0.00, -0.01, -0.27], [0.38, 0.01, -0.10], [-0.13, 0.01, 0.23], [-0.14, 0.22, -0.19], [-0.27, -0.22, 0.11], [0.10, 0.01, -0.15], [0.07, 0.10, -0.06], [-0.05, 0.13, 0.09], [-0.44, 0.09, 0.00], [-0.79, 0.28, 0.08], [0.30, -0.31, 0.05], [-0.06, 0.53, -0.24], [0.25, -0.07, 0.22], [-0.24, -0.46, 0.30], [0.31, 0.05, 0.15], [0.43, 0.10, -0.16], [0.10, -0.07, -0.10], [0.16, -0.02, 0.08]], "e_homo_ev": -9.1, "total_charge": 0, "orbital_gap_ev": 7.73}

***

The evaluated total energy for the records listed, in turn: -575.2925; -575.3183; -575.1936; -766.0467; -690.7364; -1088.9520; -349.9014; -1232.4533; -1559.9561 hartree.